No. 1
{
  "formula": "C46H56AsCdI2N5OPSTe",
  "method": "ωB97M-V/def2-TZVPD",
  "gap_ev": 6.67,
  "charge": 1,
  "elements": ["Cd", "N", "C", "C", "C", "C", "C", "C", "N", "C", "C", "C", "S", "C", "N", "H", "H", "H", "H", "H", "H", "H", "I", "C", "I", "H", "H", "C", "C", "C", "C", "C", "C", "P", "C", "C", "C", "C", "C", "C", "C", "C", "C", "C", "C", "C", "H", "H", "H", "H", "H", "H", "H", "H", "H", "H", "H", "H", "H", "H", "H", "C", "As", "C", "C", "H", "H", "H", "H", "H", "H", "H", "H", "H", "C", "N", "C", "C", "O", "N", "C", "C", "H", "H", "H", "H", "H", "H", "H", "H", "H", "H", "H", "H", "C", "C", "C", "C", "C", "C", "Te", "C", "C", "C", "H", "H", "H", "H", "H", "H", "H", "H", "H", "H", "H"],
  "positions_angstrom": [[0.54, 0.12, 0.60], [-1.93, -0.12, -4.59], [-2.19, 1.23, -4.54], [-2.99, 2.06, -5.32], [-2.98, 3.40, -5.00], [-2.20, 3.90, -3.95], [-1.40, 3.08, -3.19], [-1.40, 1.72, -3.49], [-0.69, 0.67, -2.91], [-1.04, -0.39, -3.58], [-0.54, -1.73, -3.33], [-1.11, -2.89, -3.75], [-0.16, -4.22, -3.27], [0.95, -3.15, -2.55], [0.64, -1.89, -2.65], [-2.28, -0.78, -5.27], [-3.59, 1.67, -6.14], [-3.60, 4.09, -5.57], [-2.21, 4.97, -3.74], [-0.78, 3.46, -2.39], [-2.04, -3.02, -4.27], [1.85, -3.51, -2.06], [0.13, 3.12, 0.64], [1.98, 2.85, 1.68], [4.37, 1.59, -1.09], [2.07, 3.71, 2.35], [2.73, 2.94, 0.89], [-2.84, -3.85, 3.91], [-1.63, -3.17, 3.92], [-1.49, -2.02, 3.16], [-2.56, -1.51, 2.42], [-3.76, -2.21, 2.40], [-3.89, -3.38, 3.14], [-2.24, 0.09, 1.60], [-3.69, 0.40, 0.54], [-4.98, 0.53, 1.06], [-6.05, 0.79, 0.23], [-5.85, 0.95, -1.14], [-4.57, 0.85, -1.66], [-3.49, 0.57, -0.82], [-2.59, 1.28, 2.96], [-2.48, 0.95, 4.31], [-2.73, 1.90, 5.29], [-3.10, 3.19, 4.94], [-3.22, 3.53, 3.59], [-2.96, 2.58, 2.62], [-2.96, -4.75, 4.51], [-0.80, -3.53, 4.51], [-0.54, -1.50, 3.14], [-4.59, -1.85, 1.82], [-4.84, -3.91, 3.12], [-5.14, 0.44, 2.13], [-7.05, 0.88, 0.64], [-6.68, 1.17, -1.79], [-4.40, 1.00, -2.72], [-2.49, 0.51, -1.22], [-2.20, -0.05, 4.61], [-2.64, 1.63, 6.33], [-3.30, 3.93, 5.70], [-3.51, 4.53, 3.31], [-3.06, 2.86, 1.57], [3.97, 1.14, 2.85], [2.04, 0.83, 2.72], [2.27, -0.93, 3.71], [1.18, 1.70, 4.23], [4.22, 1.17, 3.91], [4.25, 2.07, 2.37], [4.50, 0.31, 2.39], [2.86, -0.76, 4.61], [2.79, -1.66, 3.09], [1.31, -1.35, 4.02], [1.46, 1.19, 5.15], [0.10, 1.65, 4.11], [1.47, 2.74, 4.27], [1.45, -3.64, 0.62], [0.10, -4.14, 0.59], [-0.17, -5.20, 1.56], [-0.86, -3.26, 0.16], [-0.60, -2.06, 0.00], [-2.09, -3.77, -0.14], [-3.20, -2.87, -0.38], [-2.32, -5.15, -0.52], [2.14, -4.49, 0.65], [1.64, -3.01, 1.50], [1.66, -3.06, -0.27], [0.35, -4.98, 2.49], [0.19, -6.17, 1.19], [-1.23, -5.27, 1.78], [-2.92, -1.86, -0.11], [-4.06, -3.17, 0.22], [-3.49, -2.89, -1.43], [-1.39, -5.65, -0.76], [-2.96, -5.16, -1.41], [-2.84, -5.72, 0.26], [6.37, -4.86, -2.68], [5.39, -3.74, -2.46], [4.71, -3.16, -3.52], [3.84, -2.09, -3.35], [3.21, -1.49, -4.58], [3.60, -1.62, -2.04], [2.25, 0.01, -1.87], [4.30, -2.17, -0.95], [4.25, -1.63, 0.45], [5.17, -3.23, -1.19], [6.29, -5.27, -3.68], [6.22, -5.67, -1.96], [7.39, -4.50, -2.54], [4.89, -3.53, -4.52], [3.65, -1.92, -5.47], [3.36, -0.41, -4.61], [2.13, -1.67, -4.62], [3.40, -0.98, 0.63], [5.15, -1.06, 0.65], [4.21, -2.45, 1.17], [5.71, -3.65, -0.35]],
  "mulliken_charge": [1.5012, 0.0771, 0.4134, -1.1767, -0.5089, -0.6355, -0.9295, 0.6071, 0.3624, -0.0356, -1.2071, -0.1113, -0.3067, -0.7257, 1.6515, 0.2261, 0.4529, 0.4188, 0.4538, 0.4176, 0.4873, 0.1748, -0.0528, -1.2703, -0.3734, 0.6155, 0.1751, -0.9992, -0.2075, 0.0927, 0.9285, -1.3171, -0.5488, 1.2246, 0.0342, -0.6858, -0.9132, -0.7930, -0.2274, -0.0576, 0.8653, -0.6120, -0.4225, -0.7130, -0.7021, -0.8916, 0.4009, 0.5303, -0.6640, 0.6947, 0.4543, 0.5486, 0.4285, 0.4307, 0.3410, 0.0698, 0.3650, 0.4386, 0.4021, 0.4489, 0.5903, -1.3469, 1.0410, -1.4375, -0.9198, 0.4168, 0.4728, 0.2498, 0.5611, 0.0895, 0.3361, 0.4478, 0.0249, 0.4092, -0.5964, 0.1983, -1.2877, -0.5968, 1.0056, 0.7405, -0.5225, -1.3383, 0.5778, 0.3376, -0.5990, 0.3853, 0.2876, 0.4072, -0.9613, 0.5171, 0.6622, 0.4687, 0.3577, 0.2899, -1.6360, 0.5231, -0.8883, 1.0384, -1.6611, 0.3302, 0.6310, 0.9742, -1.8449, -1.1277, 0.3811, 0.3708, 0.3381, 0.3296, 0.4901, 0.3249, 0.1381, -0.1585, 0.6063, 0.4785, 0.4477]
}



No. 2
{
  "formula": "C18H34N8O2",
  "method": "ωB97M-V/def2-TZVPD",
  "gap_ev": 8.11,
  "smiles": "c1cc[nH]c1.NC(N)=O.NC(N)=O.CCCC#N.CCCC#N.CCCC#N",
  "elements": ["C", "C", "C", "N", "C", "H", "H", "H", "H", "H", "N", "C", "N", "O", "H", "H", "H", "H", "N", "C", "N", "O", "H", "H", "H", "H", "C", "C", "C", "C", "N", "H", "H", "H", "H", "H", "H", "H", "C", "C", "C", "C", "N", "H", "H", "H", "H", "H", "H", "H", "C", "C", "C", "C", "N", "H", "H", "H", "H", "H", "H", "H"],
  "positions_angstrom": [[5.74, -9.59, 17.09], [6.78, -9.26, 16.22], [7.12, -10.44, 15.60], [6.50, -11.44, 16.28], [5.67, -10.98, 17.19], [5.14, -8.86, 17.62], [7.05, -8.24, 15.98], [7.91, -10.68, 14.90], [6.49, -12.39, 15.93], [5.05, -11.55, 17.86], [12.02, -14.99, 18.11], [10.75, -15.23, 17.97], [10.49, -16.54, 17.87], [9.99, -14.36, 17.82], [12.45, -14.08, 18.01], [12.64, -15.78, 18.09], [9.57, -16.85, 17.60], [11.16, -17.13, 18.36], [9.58, -13.36, 20.66], [8.36, -12.91, 20.65], [7.81, -12.73, 19.46], [7.63, -12.75, 21.62], [10.00, -13.54, 19.77], [10.04, -13.64, 21.52], [6.86, -12.38, 19.43], [8.29, -13.06, 18.63], [7.83, -16.16, 22.58], [8.41, -17.20, 21.60], [7.33, -18.08, 21.11], [6.55, -18.87, 22.04], [5.90, -19.54, 22.75], [7.39, -16.69, 23.42], [7.16, -15.41, 22.15], [8.59, -15.51, 23.00], [9.16, -17.83, 22.07], [8.96, -16.76, 20.76], [7.83, -18.90, 20.59], [6.65, -17.53, 20.46], [10.56, -12.44, 24.87], [9.80, -11.15, 24.56], [10.64, -9.92, 24.50], [11.16, -9.63, 25.90], [11.45, -9.41, 27.01], [10.56, -13.03, 23.95], [9.92, -12.90, 25.62], [11.60, -12.35, 25.19], [9.09, -11.05, 25.38], [9.32, -11.16, 23.58], [10.16, -8.95, 24.32], [11.56, -9.95, 23.92], [5.07, -15.25, 25.96], [5.83, -14.13, 25.24], [5.24, -13.71, 23.82], [3.89, -13.18, 23.94], [2.86, -12.79, 24.00], [4.02, -14.96, 25.87], [5.24, -15.44, 27.02], [5.15, -16.23, 25.48], [6.79, -14.55, 24.94], [5.98, -13.17, 25.74], [5.44, -14.62, 23.27], [5.76, -12.95, 23.25]],
  "nbo_charge": [-0.2972, -0.2967, -0.0935, -0.4912, -0.0928, 0.2193, 0.2237, 0.2081, 0.4088, 0.2136, -0.8247, 0.7639, -0.8441, -0.6786, 0.4165, 0.3789, 0.4155, 0.3880, -0.8318, 0.7571, -0.8393, -0.7225, 0.4061, 0.4041, 0.4119, 0.4039, -0.6340, -0.3848, -0.5145, 0.2842, -0.3239, 0.2160, 0.2292, 0.2160, 0.2043, 0.2102, 0.2455, 0.2475, -0.6134, -0.4054, -0.4763, 0.2796, -0.3564, 0.1966, 0.2228, 0.2176, 0.2155, 0.2319, 0.2509, 0.2355, -0.6291, -0.3726, -0.5286, 0.2878, -0.3429, 0.2135, 0.2242, 0.2121, 0.1984, 0.2114, 0.2429, 0.2818]
}



No. 3
{
  "formula": "C6H10",
  "method": "ωB97M-V/def2-TZVPD",
  "gap_ev": 6.98,
  "elements": ["C", "C", "C", "C", "C", "C", "H", "H", "H", "H", "H", "H", "H", "H", "H", "H"],
  "positions_angstrom": [[0.21, 1.41, -0.70], [-0.54, 0.15, -0.26], [0.22, -1.00, -0.42], [1.61, -0.98, 0.14], [-1.76, -0.29, 1.03], [-1.88, 0.94, 0.41], [1.06, 1.62, -0.02], [-0.37, 2.32, -0.80], [0.86, 1.13, -1.55], [-0.07, -1.98, -0.79], [2.18, -1.90, 0.31], [1.72, -0.41, 1.06], [2.40, -0.59, -0.54], [-1.00, -0.54, 1.78], [-2.27, -1.23, 0.80], [-2.37, 1.34, -0.46]],
  "nbo_charge": [-0.6323, 0.0581, -0.2259, -0.6809, -0.1510, -0.4909, 0.2188, 0.2404, 0.1996, 0.2113, 0.2364, 0.2156, 0.2228, 0.1853, 0.1679, 0.2248]
}



No. 4
{
  "formula": "C3H10NO",
  "method": "ωB97M-V/def2-TZVPD",
  "gap_ev": 11.05,
  "charge": 1,
  "elements": ["C", "C", "C", "N", "H", "H", "H", "H", "H", "H", "H", "H", "H", "H", "O"],
  "positions_angstrom": [[-0.99, 1.60, -0.27], [-0.91, 0.21, 0.32], [-1.95, -0.48, 0.77], [0.45, -0.17, 0.70], [-1.53, 2.27, 0.41], [-1.50, 1.61, -1.23], [-0.02, 2.11, -0.32], [-1.86, -1.23, 1.54], [-2.94, -0.29, 0.38], [0.97, 0.64, 1.06], [0.60, -1.00, 1.30], [0.91, -0.50, -0.17], [3.23, -0.75, -0.82], [2.65, -1.51, -2.03], [2.41, -1.00, -1.26]],
  "nbo_charge": [-0.6782, 0.1212, -0.3374, -0.7138, 0.2561, 0.2661, 0.2255, 0.2213, 0.2446, 0.4389, 0.4477, 0.4842, 0.4929, 0.5095, -0.9788]
}



The records above yield HOMO level values of -8.9, -8.4, -6.8, -14.5 eV, respectively.